34
Properties=species:S:1:pos:R:3 method="wB97M-V/def2-TZVPD" homo_lumo_gap_ev="7.314 / 5.950" charge=0 fmax_ev_per_a=1.128 lumo_ev="0.03 / -2.53" spin_multiplicity=5 total_energy_ha=-5218.76481 relative_energy_kj_mol=27.91
Ir 0.60 0.64 -0.78
N -0.44 2.45 0.44
C -0.05 3.81 0.04
C -0.19 3.97 -1.46
C 1.02 3.44 -2.17
O 1.74 4.17 -2.81
O 1.27 2.12 -2.04
H -1.43 2.32 0.32
H -0.23 2.29 1.42
H 0.99 3.97 0.34
H -0.65 4.56 0.56
H -0.30 5.02 -1.73
H -1.08 3.43 -1.81
C -0.39 -4.21 -0.11
N -0.85 -2.91 -0.59
C -1.26 -1.93 0.18
S -1.69 -0.39 -0.54
N -1.37 -2.17 1.49
C -1.68 -1.20 2.55
H 0.04 -4.74 -0.94
H -1.22 -4.79 0.31
H 0.39 -4.09 0.65
H -0.72 -2.69 -1.56
H -0.95 -3.03 1.81
H -2.15 -0.33 2.11
H -0.77 -0.89 3.06
H -2.36 -1.65 3.26
Se 1.21 -0.59 -2.96
C 1.26 -2.38 -2.54
N 1.24 -3.51 -2.30
Cl 1.70 1.05 2.69
Si 2.15 -0.02 0.93
Cl 2.03 -2.01 1.56
Cl 4.15 0.29 0.62